The molecule H2N2, computed with ωB97M-V/def2-TZVPD.

Structure (XYZ):
```
4
Properties=species:S:1:pos:R:3
H -0.8909 0.5524 -0.0114
N -0.7147 -0.4733 0.0025
N 0.5368 -0.5186 -0.0027
H 1.0689 0.4396 0.0117
```

The HOMO energy is -9.784 eV. As for the charge: 0. The SMILES is [H]/N=N\[H]. The value obtained for the orbital gap is 10.49 eV. For the relative energy (zero: lowest compared OMol25 entry of this formula, charge and spin), the calculation gives 5.1 kcal per mole. The largest force on an atom comes out at 3.0 eV/Å.



The molecule H2N2O2, computed with ωB97M-V/def2-TZVPD.

Structure (XYZ):
```
6
Properties=species:S:1:pos:R:3
N -0.6965 -0.0343 -0.0209
N 0.5630 -0.1223 -0.1018
O 1.1493 -1.1386 -0.2145
O 1.2205 1.1906 0.0304
H -1.4066 -0.8943 0.0328
H -0.8296 0.9989 0.2740
```

The HOMO energy is -10.370 eV. As for the charge: 0. The SMILES is N[N+](=O)[O-]. The value obtained for the orbital gap is 10.58 eV. For the relative energy (zero: lowest compared OMol25 entry of this formula, charge and spin), the calculation gives 67.4 kcal per mole. The largest force on an atom comes out at 6.8 eV/Å.



A 2-piece molecular cluster, H2N2O3 overall, computed with ωB97M-V/def2-TZVPD.

Structure (XYZ):
```
7
Properties=species:S:1:pos:R:3
N -2.6638 -0.6548 0.9821
N -2.7043 0.0197 0.1081
O -2.8138 0.7736 -0.7560
O -0.0099 -0.4550 -0.7766
O -0.2381 0.4109 0.3247
H -0.6499 -0.0620 -1.3513
H 0.6997 0.6113 0.5146
```

The HOMO energy is -10.633 eV. As for the charge: 0. The SMILES is N#[N+][O-].OO. The value obtained for the orbital gap is 11.57 eV. For the relative energy (zero: lowest compared OMol25 entry of this formula, charge and spin), the calculation gives 1.6 kcal per mole. The largest force on an atom comes out at 3.2 eV/Å.



The molecule H2N2O3, computed with ωB97M-V/def2-TZVPD.

Structure (XYZ):
```
7
Properties=species:S:1:pos:R:3
N 1.2297 -0.3142 0.1580
O 0.0831 0.7996 0.0978
N -1.1843 0.0989 0.0978
O -1.0413 -1.0662 0.0254
O -2.1356 0.7613 0.1533
H 1.0834 -0.6308 -0.8032
H 1.9651 0.3514 0.2709
```

The HOMO energy is -11.199 eV. As for the charge: 0. The SMILES is NO[N+](=O)[O-]. The value obtained for the orbital gap is 11.90 eV. For the relative energy (zero: lowest compared OMol25 entry of this formula, charge and spin), the calculation gives 28.0 kcal per mole. The largest force on an atom comes out at 3.8 eV/Å.



A 2-piece molecular cluster, H2N2O3S overall, computed with ωB97M-V/def2-TZVPD.

Structure (XYZ):
```
8
Properties=species:S:1:pos:R:3
N 2.3891 -0.2611 -0.4500
N 0.7036 0.4580 0.8418
O -2.7903 -1.2397 -0.0088
O -2.9876 1.0951 -0.6167
O 1.1628 -0.3115 -0.0470
S -2.3955 0.1156 0.2510
H 2.5095 -0.9721 -1.1763
H 1.4085 1.1158 1.2061
```

The HOMO energy (alpha / beta) is -10.493 / -10.377 eV. As for the charge: 0. The value obtained for the orbital gap (alpha / beta) is 9.63 / 9.57 eV. For the relative energy (zero: lowest compared OMol25 entry of this formula, charge and spin), the calculation gives 77.2 kcal per mole. The largest force on an atom comes out at 1.9 eV/Å.



A 2-piece molecular cluster, H2N2O3S overall, computed with ωB97M-V/def2-TZVPD.

Structure (XYZ):
```
8
Properties=species:S:1:pos:R:3
N 1.6809 -0.4245 -1.7422
N -0.0583 0.3574 -0.4021
O 0.3957 -2.1634 0.2323
O 2.1546 -3.3285 -0.9858
O 1.2384 0.4715 -1.1018
S 0.9039 -2.6326 -1.0547
H -0.1203 1.0751 0.3058
H -0.2272 -0.6058 -0.0766
```

The HOMO energy (alpha / beta) is -9.446 / -9.445 eV. As for the charge: 0. The value obtained for the orbital gap (alpha / beta) is 8.49 / 8.50 eV. For the relative energy (zero: lowest compared OMol25 entry of this formula, charge and spin), the calculation gives 78.8 kcal per mole. The largest force on an atom comes out at 1.5 eV/Å.



A 2-piece molecular cluster, H2N2O3S overall, computed with ωB97M-V/def2-TZVPD.

Structure (XYZ):
```
8
Properties=species:S:1:pos:R:3
N 0.3892 -0.6867 0.6147
N -1.8509 0.9828 -1.0377
O -1.7511 1.0401 0.1511
O -1.0700 0.1626 -1.6708
O 2.7263 -0.0732 1.3330
S 1.9346 -0.6416 0.2586
H -0.3799 -0.3980 -1.1782
H 0.0018 -0.3860 1.5292
```

The HOMO energy is -10.119 eV. As for the charge: 0. The value obtained for the orbital gap is 8.62 eV. For the relative energy (zero: lowest compared OMol25 entry of this formula, charge and spin), the calculation gives 40.0 kcal per mole. The largest force on an atom comes out at 5.0 eV/Å.



A 2-piece molecular cluster, H2N2O3S overall, computed with ωB97M-V/def2-TZVPD.

Structure (XYZ):
```
8
Properties=species:S:1:pos:R:3
N 0.6211 0.3985 -2.4307
N -0.6870 0.0692 0.0874
O 1.5187 0.7538 1.3308
O 0.9584 -1.5785 1.1544
O -0.3234 0.7629 -1.8921
S 0.4923 -0.2768 1.4667
H -1.5431 0.7346 0.3098
H -1.0371 -0.8638 -0.0263
```

The HOMO energy (alpha / beta) is -8.451 / -11.176 eV. As for the charge: 0. Its multiplicity is 3. As for the expectation value of S²: 2.016. The value obtained for the orbital gap (alpha / beta) is 8.47 / 8.33 eV. For the relative energy (zero: lowest compared OMol25 entry of this formula, charge and spin), the calculation gives 13.8 kcal per mole. The largest force on an atom comes out at 3.9 eV/Å.



An isolated ion of composition H2N2O4P and charge -1, computed with ωB97M-V/def2-TZVPD.

Structure (XYZ):
```
9
Properties=species:S:1:pos:R:3
N 0.2352 0.0322 0.1972
P 0.9473 1.0868 -0.9585
O 2.3526 0.7161 -1.2026
O 0.0018 1.4452 -2.0464
O 1.0414 2.4914 0.0850
N -0.0474 2.7927 0.7861
O 0.0353 3.8363 1.4026
H 0.5092 -0.9007 -0.0767
H -0.7697 0.1273 0.1481
```

The HOMO energy is -5.552 eV. As for the charge: -1. The SMILES is N[P@@](=O)([O-])ON=O. The value obtained for the orbital gap is 9.86 eV. For the relative energy (zero: lowest compared OMol25 entry of this formula, charge and spin), the calculation gives 0.0 kcal per mole. The largest force on an atom comes out at 1.9 eV/Å.



A 2-piece molecular cluster, H2N2P2 overall, computed with ωB97M-V/def2-TZVPD.

Structure (XYZ):
```
6
Properties=species:S:1:pos:R:3
N -1.5606 0.3400 0.0661
N 0.5336 0.0373 0.6238
P -0.7309 0.6623 1.4295
P -0.2560 0.1019 -1.0156
H 2.6691 -0.0473 0.3384
H -0.6552 -1.0942 -1.4421
```

The HOMO energy (alpha / beta) is -9.023 / -9.025 eV. As for the charge: 0. The value obtained for the orbital gap (alpha / beta) is 6.64 / 6.64 eV. For the relative energy (zero: lowest compared OMol25 entry of this formula, charge and spin), the calculation gives 126.8 kcal per mole. The largest force on an atom comes out at 5.1 eV/Å.



An isolated ion of composition H2N3O2S and charge -1, computed with ωB97M-V/def2-TZVPD.

Structure (XYZ):
```
8
Properties=species:S:1:pos:R:3
N 0.1568 0.5127 -0.3163
S -1.4583 0.2044 -1.0521
N -2.2798 -0.7237 0.3790
O -1.6337 -0.8528 1.4442
N -3.3775 -1.1574 0.0284
O -3.6606 -0.8330 -1.1789
H 0.7888 -0.1044 -0.8174
H 0.0588 0.1971 0.6509
```

The HOMO energy is -3.305 eV. As for the charge: -1. The SMILES is NSN([O-])N=O. The value obtained for the orbital gap is 7.39 eV. For the relative energy (zero: lowest compared OMol25 entry of this formula, charge and spin), the calculation gives 29.6 kcal per mole. The largest force on an atom comes out at 2.8 eV/Å.



A 2-piece molecular cluster, H2N3OP overall, computed with ωB97M-V/def2-TZVPD.

Structure (XYZ):
```
7
Properties=species:S:1:pos:R:3
N -0.1832 -1.6887 -1.0437
N 0.0427 -0.3020 -1.3458
N 0.6410 -0.7539 -0.3186
O 1.9568 1.9419 0.9277
P 1.5076 -0.7610 1.0008
H -1.0985 -1.8184 -0.5875
H 1.0779 2.2741 0.7403
```

The HOMO energy (alpha / beta) is -9.269 / -9.323 eV. As for the charge: 0. The value obtained for the orbital gap (alpha / beta) is 6.74 / 6.80 eV. For the relative energy (zero: lowest compared OMol25 entry of this formula, charge and spin), the calculation gives 94.9 kcal per mole. The largest force on an atom comes out at 3.3 eV/Å.